Below is a structure of composition C7H14OS3 at a distorted geometry, with properties calculated with wB97M-V/def2-TZVPD.

highest occupied orbital energy	-0.3172	hartree
relative energy (zero: lowest compared OMol25 entry of this formula, charge and spin)	143.0	kcal per mole
LUMO level	0.01	eV
largest force on an atom	0.1096	hartree/bohr
multiplicity	1
orbital gap	8.6	eV
calculated total energy	-42031.9798	eV

CARTESIAN COORDINATES (ANGSTROEM)
C -2.70898 2.02340 -0.54775
C -2.15973 0.71314 0.23086
C -1.26679 -0.34707 -0.73436
C 0.26660 -2.67188 -0.60216
C 1.55411 -1.99798 -0.85525
C 2.19396 -1.58031 0.25993
C 2.33372 1.78829 1.10055
H -3.29821 2.73822 0.24182
H -1.72993 2.47256 -1.25765
H -3.48505 1.66137 -1.39372
H -1.46474 1.22735 0.92174
H -2.98235 0.16678 0.58031
H -1.80989 -1.05944 -1.57413
H -0.27235 0.01149 -1.01715
H -0.59887 -2.78365 -1.42833
H 0.74563 -3.42235 0.05066
H 1.77558 -1.70044 -1.98612
H 1.66620 -1.63576 1.57652
H 3.10268 1.82649 1.92647
H 1.60920 2.73575 1.26037
H 1.31629 1.29260 1.31245
O -0.25436 -0.63914 1.67313
S -0.91154 -1.62550 0.68505
S 3.64056 -0.52072 0.11986
S 2.73825 1.32680 -0.54312

For each atom in turn, the natural (NBO) charge in e is: -0.63 -0.41 -0.55 -0.59 -0.27 -0.40 -0.87 0.23 0.22 0.20 0.24 0.20 0.22 0.23 0.25 0.26 0.24 0.29 0.25 0.24 0.26 -0.94 1.09 0.11 0.13

---

Below is a cluster of 2 separate species, C7H14OSi in total at a distorted geometry, with properties calculated with wB97M-V/def2-TZVPD.

highest occupied orbital energy	-0.2882	hartree
relative energy (zero: lowest compared OMol25 entry of this formula, charge and spin)	68.5	kcal per mole
structure (SMILES)	C/C=C1/CO1.C=[Si](C)C
LUMO level	0.82	eV
largest force on an atom	0.0402	hartree/bohr
multiplicity	1
orbital gap	8.7	eV
calculated total energy	-17407.7928	eV

CARTESIAN COORDINATES (ANGSTROEM)
C 1.71456 -2.09440 0.22432
C 2.33432 -1.00819 -0.58912
C 2.67756 1.64430 -0.44252
C 2.35390 0.25676 -0.25686
C -1.07975 0.72395 1.80006
C -1.70016 -1.53119 -0.45332
C -1.51943 1.61494 -1.13895
O 1.97820 1.13875 0.70108
Si -1.46592 0.13557 0.04364
H 0.72895 -2.33654 -0.17851
H 1.59052 -1.78202 1.25782
H 2.77634 -1.28711 -1.53419
H 3.68195 1.99826 -0.24353
H 2.08674 2.25678 -1.11356
H -0.69148 -0.10222 2.39005
H -0.32322 1.50688 1.79732
H -1.96428 1.10471 2.30770
H -1.73224 -2.34272 0.25384
H -1.92758 -1.80638 -1.46840
H 2.33031 -2.99374 0.19031
H -0.55319 2.11163 -1.19667
H -1.78627 1.29088 -2.13977
H -2.25341 2.35321 -0.82240

For each atom in turn, the natural (NBO) charge in e is: -0.65 -0.27 -0.13 0.27 -1.13 -1.20 -1.12 -0.47 1.51 0.25 0.21 0.22 0.19 0.18 0.25 0.26 0.24 0.23 0.23 0.21 0.24 0.25 0.24

---

Below is a structure of composition C7H14PSSr at a distorted geometry, with properties calculated with wB97M-V/def2-TZVPD.

total charge	-1
highest occupied orbital energy	-0.0347	hartree
LUMO level	2.62	eV
largest force on an atom	0.0874	hartree/bohr
multiplicity	1
orbital gap	3.6	eV
calculated total energy	-28440.9739	eV

CARTESIAN COORDINATES (ANGSTROEM)
C 1.51435 0.87524 -0.80361
C 2.89601 0.74739 -0.67761
C 3.29660 0.94931 0.67410
C 2.17154 1.25736 1.48953
C 0.99797 1.23688 0.73782
Sr -1.94024 -0.52088 -0.73112
P -2.33019 1.11313 -3.22011
H 0.88614 0.85386 -1.69998
H 3.57550 0.51454 -1.49879
H 4.32279 0.88751 1.03212
H -0.01722 1.52785 1.02744
H 2.22399 1.47271 2.55807
H -3.57570 1.06621 -3.93797
H -1.48511 0.94919 -4.37318
H -2.23873 2.54845 -3.16352
C -0.07785 -2.27135 0.68931
S -1.85794 -2.63398 0.99765
C -2.24603 -1.16894 2.05492
H 0.20427 -2.67495 -0.29473
H 0.47076 -2.82135 1.46361
H 0.19695 -1.20339 0.78165
H -2.07114 -1.49604 3.08689
H -1.60304 -0.28312 1.86939
H -3.31368 -0.92560 1.93812

For each atom in turn, the natural (NBO) charge in e is: -0.43 -0.32 -0.38 -0.32 -0.45 0.12 -0.12 0.16 0.19 0.18 0.18 0.19 0.03 0.01 0.02 -0.82 0.10 -0.82 0.25 0.24 0.26 0.24 0.23 0.26